The following is a quantum chemistry calculation of a molecular structure, C36H84BrN11O13S at a distorted geometry, from the Open Molecules 2025 dataset.

- Molar mass: 991.10 g mol⁻¹
- Orbital gap: 8.97 eV
- Max |F|: 1.2 eV/Å

Structure (ORCA input):
```
! wB97M-V def2-TZVPD RIJCOSX def2/J DEFGRID3
* xyz 0 1
H 4.03 -1.61 2.76
H 5.30 0.91 3.50
C -5.67 3.98 8.53
C 4.01 3.79 -9.85
H -0.10 3.15 1.85
H -3.60 5.39 9.06
H 2.32 -0.01 -2.72
C 1.62 -8.67 -3.15
C 5.25 2.97 6.45
H -3.34 2.10 7.35
H 2.52 1.67 -7.94
N 5.32 -0.09 3.34
H -0.28 3.70 -1.42
O 0.28 1.63 3.33
C 6.31 4.15 4.60
C 2.75 1.70 -4.57
H -5.97 3.07 9.04
H -1.63 -9.42 -2.73
H 6.76 5.14 4.73
H -0.15 -7.11 0.26
C 3.32 4.22 -7.55
H -3.09 -8.91 -1.87
O -1.86 3.91 2.49
C 0.10 4.15 -0.50
H 0.70 3.59 5.77
H -3.29 -2.23 -1.36
N -1.87 0.80 -2.57
H 3.33 1.99 2.26
H -5.68 4.81 9.24
C -7.91 1.15 -4.53
C -3.94 -2.89 -0.78
H -3.76 3.22 6.05
C -0.32 3.43 5.43
H -7.84 2.24 -4.51
H 1.19 1.17 5.09
C -3.19 1.33 -2.81
C 4.01 -0.53 2.82
Br -0.33 -0.78 4.76
H 4.34 -10.73 -3.23
H 4.66 4.64 -9.67
H 3.19 0.80 -5.01
C 3.70 -9.97 -3.66
H 6.86 3.62 3.82
H 1.87 -8.26 -4.12
N -0.98 4.34 0.45
O -0.08 -0.37 -3.35
N -7.12 0.59 -3.45
H -0.40 3.80 4.42
O -5.41 -0.77 -2.82
H -1.31 -8.33 0.81
H 5.28 4.28 4.27
H 2.29 1.92 -9.68
H -5.03 2.23 6.80
H 7.69 3.56 7.45
O 5.23 2.34 7.49
O -2.19 4.53 7.87
H -1.96 5.57 -0.93
O -2.63 -4.45 2.17
N 2.60 -9.68 -2.76
C -7.43 0.94 -2.08
H -3.85 -1.99 2.31
C -1.20 0.09 -3.49
N -4.35 3.83 7.96
H 0.86 3.50 -0.08
C -0.61 -8.06 0.01
H 2.29 1.21 -1.42
O -0.38 0.07 1.49
H 3.35 4.03 -10.69
C 0.19 1.11 4.66
N 3.19 1.83 -3.20
H 1.59 -7.87 -2.41
H 3.44 1.93 0.53
H -8.27 1.63 -2.05
H -3.03 4.61 0.11
C 7.65 3.13 6.45
H -0.69 1.65 6.53
H -1.77 -0.04 -4.43
N -3.42 -3.06 0.56
H -3.53 1.06 -3.81
C -3.26 -1.88 1.40
H -3.90 0.92 -2.09
C 3.04 1.39 1.39
S 0.77 0.46 2.24
H -1.88 1.62 -0.64
H 1.26 2.77 -8.51
C -0.72 1.96 5.48
H 3.19 -0.68 0.83
H -8.96 0.87 -4.41
O -1.94 -6.71 -3.04
H -1.74 1.83 5.14
C 2.88 0.79 -2.24
H -5.94 -0.47 -4.76
N -1.33 -7.97 -1.25
C -3.32 4.62 8.31
H 0.16 -8.83 -0.07
O 1.62 1.34 1.17
H 0.62 -9.12 -3.20
C 2.45 -10.30 -1.58
H 4.07 5.03 -7.62
H -0.80 -6.01 -1.51
O 2.68 4.02 -6.53
H 1.66 1.63 -4.61
N 6.36 3.41 5.84
H 3.06 2.57 -5.16
H 3.25 -11.04 -1.38
C -2.11 5.18 0.08
H 3.81 0.38 -1.83
O 4.27 3.05 -1.61
H -0.29 1.57 -1.43
H -2.21 -1.77 1.69
C 3.88 2.90 -2.76
N 3.21 3.50 -8.67
H -3.58 -1.00 0.85
H -4.94 -2.44 -0.74
H 0.55 5.11 -0.74
H -6.39 4.19 7.73
H -1.90 -9.96 -1.06
C -0.98 3.76 1.67
H 4.29 -9.07 -3.83
H 3.32 -10.32 -4.62
C -2.02 -9.14 -1.75
H -3.24 -5.08 0.34
C -1.23 1.04 -1.28
C -4.11 2.78 6.98
O 1.54 -10.09 -0.80
H 4.07 3.64 -3.55
H -7.55 0.79 -5.49
H 3.23 -0.26 3.53
H -4.01 -3.85 -1.29
H -1.01 0.09 -0.80
H 8.45 3.55 5.84
C -6.10 -0.26 -3.68
C -3.08 -4.26 1.06
H -6.56 1.41 -1.61
H -7.68 0.04 -1.51
H 5.40 -0.49 4.27
H -0.98 4.04 6.04
H 4.32 3.23 5.91
H 4.62 2.93 -10.11
H 7.79 2.05 6.54
C 2.27 2.40 -8.71
H 4.70 0.15 0.94
H -3.18 2.42 -2.72
C -1.36 -6.84 -1.97
H -2.20 6.01 0.78
C 3.74 0.03 1.43
*
```

Löwdin population analysis, charges in e, atoms 1 to 99: 0.112 0.049 -0.060 -0.057 0.104 0.133 0.077 -0.024 -0.367 0.091 0.089 -0.003 0.074 -0.365 -0.062 -0.050 0.089 0.078 0.089 0.087 -0.336 0.091 0.017 -0.052 0.079 0.082 -0.172 0.122 0.081 -0.057 -0.053 0.094 -0.078 0.090 0.097 -0.061 -0.290 0.744 0.082 0.083 0.093 -0.057 0.088 0.091 -0.182 -0.001 -0.193 0.048 -0.004 0.091 0.080 0.086 0.087 0.093 0.014 0.010 0.084 -0.001 -0.191 -0.034 0.093 -0.347 -0.196 0.077 -0.052 0.073 -0.383 0.090 -0.749 -0.178 0.095 0.094 0.087 0.088 -0.041 0.112 0.134 -0.190 0.077 -0.034 0.072 -0.228 0.854 0.092 0.095 -0.285 0.115 0.090 -0.008 0.106 -0.033 0.138 -0.190 -0.343 0.048 -0.339 0.081 -0.333 0.136


The following is a quantum chemistry calculation of a molecular structure, C23H35AsCdF12N9O4S2Te, from the Open Molecules 2025 dataset.

- <S²>: 0.757
- Molar mass: 1108.64 g mol⁻¹
- Orbital gap (alpha / beta): 8.28 / 6.10 eV
- Max |F|: 0.8 eV/Å

Structure (ORCA input):
```
! wB97M-V def2-TZVPD RIJCOSX def2/J DEFGRID3
* xyz 0 2
C 2.51 6.53 3.07
H 0.86 5.32 3.71
S 0.20 0.96 3.39
H -4.20 -0.44 -0.66
C -2.23 -2.13 -0.50
F 2.59 -1.39 0.06
F -4.00 0.04 4.39
H 3.00 3.18 -4.21
O -2.19 -0.86 2.31
H 2.69 2.80 0.59
N -1.66 -4.02 1.10
H -0.69 -6.12 -1.82
O 1.01 2.03 3.86
H -2.47 0.85 -0.98
H -4.94 -3.61 0.62
H 3.57 1.52 -3.93
F 1.46 -1.69 -2.06
H 0.07 1.16 -4.73
C 2.95 2.33 -3.53
O -2.41 1.32 1.23
H -1.10 -2.62 -2.66
C 0.53 -0.45 4.59
C -0.89 0.66 -2.45
H 3.37 3.75 -1.92
H -3.34 -4.74 2.12
C -3.89 -3.66 0.34
C 1.31 1.55 -2.08
H 0.20 -3.80 -2.78
Te -0.32 3.76 1.28
C -0.49 -3.45 1.80
C -2.09 0.09 -1.68
F 3.60 -0.50 -2.01
N -1.64 -1.10 -0.99
H 1.84 5.13 -0.46
F -4.89 0.52 2.47
H 4.10 7.64 2.16
F -4.06 2.10 3.71
C -4.60 -1.44 -0.57
H 0.20 -4.20 2.18
C 1.23 5.12 1.60
H 1.64 1.50 -5.42
H -0.62 -0.09 -3.20
H -3.74 -4.49 -0.35
F 1.05 0.03 5.71
As 3.08 -2.07 -1.51
C -3.02 -3.85 1.58
H 3.68 6.74 -0.10
H 2.71 6.91 4.07
H -2.86 -0.14 -2.42
H -1.21 1.57 -2.95
C 3.36 2.67 -2.11
N 0.26 0.96 -1.58
N 2.32 2.04 -1.32
C 3.30 6.94 2.00
H -3.12 -2.97 2.23
N -1.21 -4.20 -1.24
H 1.78 1.31 0.57
N -0.02 -2.81 0.54
C -3.91 0.84 3.33
H -1.44 -4.23 -3.32
N -3.53 -2.39 -0.31
H 0.79 -3.28 0.15
Cd 0.22 -0.55 0.06
O 0.56 0.34 2.12
C -1.29 -3.31 -0.12
C 1.14 1.09 -4.55
C 2.03 5.52 0.53
H -0.85 -5.90 -0.07
H -5.29 -1.45 0.26
F 3.46 -2.74 -3.04
C 3.06 6.44 0.73
F 2.46 -3.61 -0.95
N -1.34 1.22 3.53
H 0.59 -5.30 -0.94
C 1.47 5.63 2.87
H -0.74 -2.73 2.57
S -2.32 0.57 2.46
C -0.49 -5.44 -0.99
H 1.42 0.03 -4.46
F -0.59 -1.10 4.88
F 4.63 -2.43 -0.86
N 1.57 1.87 -3.40
H 4.34 2.27 -1.84
H -5.14 -1.69 -1.49
C -0.87 -3.68 -2.57
F 1.38 -1.31 4.04
H 3.51 1.26 0.20
C 2.59 1.84 0.08
*
```

Okay, here come the Löwdin numbers, in e, for every atom: -0.085 0.092 0.531 0.071 -0.273 -0.314 0.154 0.123 -0.307 0.074 -0.041 0.090 -0.276 0.087 0.124 0.122 -0.296 0.071 -0.125 -0.380 0.062 -0.660 -0.237 0.115 0.123 -0.108 -0.370 0.079 1.112 -0.118 -0.227 -0.221 -0.031 0.076 0.132 0.102 0.161 -0.006 0.127 -0.676 0.091 0.091 0.127 0.152 0.732 -0.135 0.101 0.104 0.122 0.124 -0.117 -0.011 -0.095 -0.087 0.106 -0.142 -0.001 0.033 -0.684 0.088 -0.055 0.065 1.470 -0.451 -0.395 -0.048 -0.182 0.082 0.092 -0.222 -0.091 -0.255 -0.294 0.077 -0.150 0.091 0.564 -0.063 0.099 0.135 -0.213 -0.066 0.127 0.099 -0.060 0.139 0.100 -0.068


The following is a quantum chemistry calculation of a single C4H11NO2 molecule at a distorted geometry, from the Open Molecules 2025 dataset.

- Energy relative to the best compared isomer or geometry (same formula, charge and spin): 2.7057 eV
- Molar mass: 105.14 g mol⁻¹
- Orbital gap: 9.40 eV
- Max |F|: 4.9 eV/Å

Structure (ORCA input):
```
! wB97M-V def2-TZVPD RIJCOSX def2/J DEFGRID3
* xyz 0 1
C -0.50 0.03 0.39
H 1.73 1.66 0.85
O -2.60 -1.05 -0.29
H -3.02 -1.82 0.12
H 1.97 -0.66 1.48
H -0.39 -0.07 1.48
H -1.68 0.99 -0.88
C -0.93 -1.19 -0.30
C 1.16 -0.13 -0.20
H 2.78 1.26 -0.53
H 1.17 1.93 -0.80
H -0.57 -2.12 0.15
C 1.75 1.26 -0.17
H -1.90 1.47 0.68
O 1.84 -1.05 0.61
N -1.19 1.19 0.01
H -0.86 -1.16 -1.38
H 1.24 -0.53 -1.22
*
```

Okay, here come the Löwdin numbers, in e, for every atom: -0.351 0.081 -0.168 0.037 0.094 0.144 0.101 -0.090 -0.369 0.077 0.070 0.118 -0.073 0.087 -0.044 0.046 0.108 0.132


The following is a quantum chemistry calculation of a single CH3NOS molecule at a distorted geometry, from the Open Molecules 2025 dataset.

- Energy relative to the best compared isomer or geometry (same formula, charge and spin): 3.8334 eV
- Molar mass: 77.11 g mol⁻¹
- Orbital gap: 10.03 eV
- Max |F|: 6.7 eV/Å

Structure (ORCA input):
```
! wB97M-V def2-TZVPD RIJCOSX def2/J DEFGRID3
* xyz 0 1
H -1.38 0.24 -0.91
O 2.24 -0.64 -0.05
S 1.02 0.61 -0.17
N -0.27 0.26 0.92
H -0.17 -1.27 -0.63
C -0.55 -0.22 -0.40
H -0.90 1.02 1.23
*
```

Okay, here come the Löwdin numbers, in e, for every atom: 0.078 -0.606 0.982 -0.274 0.106 -0.382 0.096


The following is a quantum chemistry calculation of 2 unconnected molecules or ions with the total composition C2H5N3 at a distorted geometry, from the Open Molecules 2025 dataset.

- Energy relative to the best compared isomer or geometry (same formula, charge and spin): 4.2130 eV
- Molar mass: 71.08 g mol⁻¹
- Orbital gap: 10.66 eV
- Max |F|: 3.0 eV/Å

Structure (ORCA input):
```
! wB97M-V def2-TZVPD RIJCOSX def2/J DEFGRID3
* xyz 0 1
H 0.71 1.83 2.38
C -0.84 -2.17 -2.00
N 0.16 0.94 0.62
H 1.76 0.80 1.85
H -1.72 1.22 0.12
C -0.21 -1.19 -1.76
H -1.60 -2.87 -2.18
N 0.95 1.26 1.61
H 0.03 -0.17 -1.71
N -1.04 1.32 0.86
*
```

Okay, here come the Löwdin numbers, in e, for every atom: 0.084 -0.005 -0.161 0.061 0.022 -0.029 0.008 0.014 -0.012 0.018


The following is a quantum chemistry calculation of a molecular structure, C8H9NO5V at a distorted geometry, from the Open Molecules 2025 dataset.

- Energy relative to the best compared isomer or geometry (same formula, charge and spin): 0.3980 eV
- <S²>: 2.033
- Molar mass: 250.11 g mol⁻¹
- Orbital gap (alpha / beta): 6.33 / 6.70 eV
- Max |F|: 11.1 eV/Å

Structure (ORCA input):
```
! wB97M-V def2-TZVPD RIJCOSX def2/J DEFGRID3
* xyz 3 3
O 2.96 -0.13 0.28
C 1.85 -0.11 0.03
O -0.09 -3.08 0.64
H 1.26 1.08 4.35
O -0.53 -0.36 1.98
C -0.11 -2.02 0.21
O -0.20 2.92 0.56
H 1.02 1.28 -2.65
H -0.45 -0.15 5.11
C 1.10 0.94 3.29
V -0.12 -0.07 -0.02
C 0.08 0.69 -2.92
C -0.06 0.05 3.09
O -3.22 -0.09 0.21
N -0.74 -0.42 4.16
C -0.17 1.79 0.29
H -0.87 -1.18 -2.99
C 0.08 -0.57 -3.03
H -0.86 1.30 -2.80
H 1.98 0.49 2.85
H 0.91 1.90 2.82
H 1.02 -1.20 -2.83
H -1.53 -1.04 4.06
C -2.13 -0.11 -0.10
*
```

Okay, here come the Löwdin numbers, in e, for every atom: 0.336 0.006 0.324 0.126 -0.112 -0.003 0.314 0.117 0.178 0.072 0.748 -0.059 -0.394 0.331 0.312 -0.023 0.119 -0.034 0.116 0.104 0.102 0.123 0.165 0.029


The following is a quantum chemistry calculation of a single C28H33N3O2 molecule, from the Open Molecules 2025 dataset.

- Energy relative to the best compared isomer or geometry (same formula, charge and spin): 0.5155 eV
- Molar mass: 443.59 g mol⁻¹
- Orbital gap: 8.48 eV
- Max |F|: 0.7 eV/Å

Structure (ORCA input):
```
! wB97M-V def2-TZVPD RIJCOSX def2/J DEFGRID3
* xyz 0 1
C -2.69 -1.25 3.71
H -3.13 -2.17 0.00
C -3.01 -1.90 1.04
H -3.45 1.22 0.49
C -2.97 -2.57 3.35
H -2.56 -0.97 4.75
H -2.72 0.07 -0.65
C -1.33 2.41 -0.34
H 0.84 3.39 -2.48
H -0.27 -0.47 0.91
H 2.36 3.87 0.20
H -1.24 1.52 -5.24
N 1.08 2.31 -0.44
H 1.12 1.47 1.51
C 0.59 1.53 -4.15
H -2.19 3.05 -0.10
C 3.06 0.04 -2.01
C -0.95 -0.34 -4.21
H 5.33 -1.47 -0.05
H 4.32 2.26 -2.55
H -0.26 0.02 -0.81
C 4.23 -0.12 -1.27
C -3.12 -2.88 2.00
H -3.71 -2.63 5.94
C -2.75 -0.59 1.39
H -0.01 4.08 -0.67
H 3.16 2.33 -0.17
C 2.36 3.01 -0.48
H -3.07 -4.54 7.41
H -1.96 -2.97 5.83
C 1.41 0.79 -3.31
H -1.88 -0.75 -4.57
C -0.12 -1.09 -3.40
H 3.40 4.31 -1.86
C 3.27 2.40 -2.82
C 3.51 -2.37 -0.72
N -1.38 1.23 0.51
H -1.39 2.13 -1.41
C 4.43 -1.33 -0.63
C -2.96 -3.36 5.61
C 2.66 3.50 -1.92
C -3.17 -4.68 6.33
H 1.90 0.50 0.23
O -3.10 -3.61 4.22
C -0.58 0.96 -4.59
C 2.35 -2.22 -1.47
H 4.96 0.67 -1.18
C -0.04 3.16 -0.08
C -2.63 0.50 0.36
H -2.37 0.74 3.02
H -3.33 -3.91 1.74
H -4.16 -5.07 6.12
H 0.01 3.44 0.99
H 3.70 -3.29 -0.21
H -0.39 -2.10 -3.12
O 1.53 4.07 -2.52
H 3.23 2.76 -3.85
C 1.06 1.16 0.45
H -2.44 -5.41 6.00
H 1.64 -3.03 -1.54
H 0.86 2.53 -4.47
C -2.59 -0.28 2.74
C -0.24 0.39 0.23
N 2.62 1.12 -2.73
C 1.07 -0.53 -2.95
C 2.13 -1.02 -2.12
*
```

Okay, here come the Löwdin numbers, in e, for every atom: -0.013 0.110 -0.037 0.128 -0.272 0.101 0.124 -0.173 0.060 0.128 0.128 0.102 -0.158 0.131 -0.020 0.123 -0.179 -0.098 0.101 0.122 0.116 -0.029 -0.003 0.125 -0.239 0.118 0.117 -0.118 0.075 0.125 -0.156 0.098 -0.028 0.146 -0.069 -0.096 -0.161 0.127 -0.090 -0.270 -0.324 -0.067 0.108 -0.055 -0.086 -0.017 0.103 -0.171 -0.162 0.117 0.116 0.077 0.129 0.098 0.112 -0.038 0.135 -0.150 0.077 0.112 0.107 -0.031 -0.149 0.012 -0.126 -0.120


The following is a quantum chemistry calculation of a molecular structure, C24H68MgO11 at a distorted geometry, from the Open Molecules 2025 dataset.

- Energy relative to the best compared isomer or geometry (same formula, charge and spin): 2.7986 eV
- Molar mass: 557.10 g mol⁻¹
- Orbital gap: 7.83 eV
- Max |F|: 2.6 eV/Å

Structure (ORCA input):
```
! wB97M-V def2-TZVPD RIJCOSX def2/J DEFGRID3
* xyz 0 1
H -18.52 -6.16 17.33
H -20.88 -12.37 7.77
H -15.85 -7.67 8.99
H -15.89 -13.67 11.39
H -25.20 -12.49 14.19
H -16.40 -12.70 12.69
H -22.33 -11.73 10.45
H -17.56 -13.08 11.39
C -22.07 -11.46 9.43
Mg -19.88 -9.08 9.98
H -19.23 -12.67 18.40
O -19.80 -15.74 10.15
H -25.48 -11.79 16.42
H -20.52 -12.02 14.16
C -23.44 -8.38 14.84
H -16.62 -11.58 9.85
O -20.94 -7.42 9.87
O -21.58 -10.13 9.25
C -21.09 -12.47 8.84
H -21.05 -10.05 12.77
H -19.48 -8.41 13.45
H -20.94 -16.10 13.28
C -20.00 -10.38 12.80
C -23.30 -12.30 15.18
O -19.32 -5.85 16.90
H -21.33 -17.10 11.88
H -18.22 -9.65 13.85
H -18.85 -10.85 17.07
H -18.13 -6.29 9.23
O -19.85 -11.95 18.50
C -24.70 -12.93 15.06
C -19.99 -11.84 13.22
H -19.00 -16.19 10.44
H -17.36 -6.02 15.13
C -19.29 -9.43 13.77
O -18.04 -7.95 10.41
H -21.34 -13.51 9.06
C -17.71 -14.18 15.11
H -24.25 -6.40 14.53
H -19.07 -7.49 15.75
H -19.40 -16.74 15.11
H -16.80 -14.40 14.55
H -19.11 -15.19 16.42
H -22.55 -6.45 15.14
C -19.36 -6.45 15.60
H -22.03 -9.74 8.49
C -16.19 -11.56 10.86
C -18.33 -5.68 14.75
C -17.51 -6.67 10.03
C -20.97 -5.80 11.72
O -18.52 -16.41 14.91
C -20.61 -16.39 12.27
H -21.73 -4.20 9.79
H -19.63 -14.52 11.77
H -23.36 -11.27 15.53
H -20.56 -12.39 12.47
H -21.84 -5.31 8.39
H -21.01 -9.43 18.83
H -20.26 -4.89 9.13
C -16.53 -12.81 11.61
H -18.98 -12.24 13.32
H -19.67 -9.45 14.80
C -20.39 -15.20 11.35
C -21.32 -5.09 9.32
H -18.60 -10.31 18.75
H -24.54 -13.99 14.87
H -20.11 -12.38 9.33
C -16.04 -6.81 9.63
C -19.34 -10.71 18.04
C -20.46 -9.70 17.93
H -15.41 -6.90 10.52
H -21.48 -4.87 11.99
H -20.35 -6.37 15.14
H -23.87 -5.85 16.78
H -22.62 -8.79 15.45
C -21.45 -6.20 10.33
H -21.09 -6.58 12.47
O -19.46 -10.21 11.53
H -22.94 -11.55 8.76
H -22.77 -12.30 14.23
H -19.90 -5.58 11.67
H -18.36 -4.61 14.92
H -20.09 -8.73 17.56
H -22.55 -6.40 10.33
H -23.20 -8.49 13.78
C -18.19 -15.37 15.88
H -15.12 -11.35 10.75
O -24.06 -6.75 16.51
H -18.41 -5.98 13.71
O -16.64 -10.39 11.56
H -17.36 -8.45 10.89
H -24.37 -8.93 14.99
H -19.66 -16.85 12.58
C -23.54 -6.92 15.19
O -25.43 -12.74 16.25
H -22.64 -12.78 15.91
H -21.33 -14.70 11.14
H -17.62 -10.48 11.65
H -15.75 -5.87 9.17
H -17.48 -5.98 10.87
H -18.52 -13.76 14.52
H -17.42 -15.82 16.51
H -21.09 -9.99 17.08
H -17.43 -13.41 15.84
*
```

Löwdin population analysis, charges in e, atoms 1 to 99: 0.078 0.080 0.078 0.079 0.106 0.069 0.118 0.063 -0.240 0.864 0.071 -0.099 0.080 0.065 -0.086 0.110 -0.333 -0.113 -0.073 0.123 0.063 0.067 -0.551 -0.087 -0.094 0.078 0.087 0.101 0.110 -0.076 -0.316 -0.050 0.076 0.073 -0.044 -0.136 0.068 -0.087 0.113 0.082 0.062 0.079 0.112 0.091 -0.305 0.112 -0.304 -0.073 -0.263 -0.054 -0.108 -0.092 0.074 0.090 0.052 0.062 0.073 0.082 0.068 -0.086 0.047 0.056 -0.297 -0.075 0.108 0.108 0.073 -0.072 -0.325 -0.076 0.078 0.076 0.089 0.077 0.060 -0.606 0.060 -0.321 0.121 0.055 0.062 0.076 0.057 0.125 0.074 -0.289 0.113 -0.084 0.051 -0.125 0.078 0.073 0.064 -0.317 -0.072 0.076 0.102 0.031 0.078